Model 1:
Computed, not measured: 13 unconnected molecules or ions with the total composition H26O13, with wB97M-V/def2-TZVPD.

Computed properties:
Highest occupied orbital energy   -9.82 eV
Molecular weight   234.20 g/mol

Geometry (Å):
O -15.989 -2.621 3.861
H -16.123 -2.877 4.799
H -16.614 -1.906 3.712
O -12.495 -6.164 7.360
H -13.317 -6.411 6.905
H -11.799 -6.655 6.911
O -15.211 -5.848 6.005
H -15.372 -4.901 6.126
H -15.922 -6.282 6.491
O -10.030 -5.899 4.635
H -9.731 -6.815 4.606
H -10.591 -5.788 3.842
O -11.689 -2.528 3.134
H -10.794 -2.525 2.777
H -12.049 -3.384 2.854
O -14.413 -4.141 2.212
H -14.947 -4.372 1.445
H -15.000 -3.587 2.773
O -13.366 -3.633 5.756
H -12.537 -4.136 5.768
H -13.627 -3.609 4.829
O -14.433 -2.496 8.620
H -14.010 -2.638 9.469
H -13.690 -2.421 7.997
O -11.856 -4.142 9.155
H -12.289 -4.783 8.557
H -12.502 -3.991 9.849
O -16.370 -3.094 6.591
H -15.579 -2.897 7.131
H -17.109 -2.915 7.182
O -10.274 -1.847 6.046
H -9.991 -2.536 5.434
H -9.916 -1.030 5.685
O -12.951 -0.730 5.034
H -12.655 -1.029 4.158
H -13.076 -1.535 5.555
O -12.210 -5.601 2.841
H -13.049 -5.114 2.670
H -12.468 -6.530 2.837

Model 2:
Computed, not measured: 13 unconnected molecules or ions with the total composition H26O13, with wB97M-V/def2-TZVPD.

Computed properties:
Highest occupied orbital energy   -10.41 eV
Molecular weight   234.19 g/mol

Geometry (Å):
H -0.829 0.161 -0.433
H 0.449 0.531 0.431
H 0.254 -3.025 2.333
H 1.612 -3.472 2.651
H 3.777 2.963 -1.475
H 3.786 2.807 0.025
H 2.020 1.709 1.208
H 2.582 0.991 2.476
H -2.883 -1.006 1.309
H -1.621 -1.428 0.642
H -3.199 2.149 -1.922
H -2.065 1.861 -2.839
H 1.956 -1.811 -2.766
H 1.629 -3.079 -2.105
H -0.851 -3.496 0.867
H 0.108 -4.437 0.168
H -0.951 -2.555 -2.152
H -0.355 -1.643 -3.089
H -0.990 5.247 -0.875
H -2.101 4.211 -0.774
H 5.594 -0.588 0.215
H 4.366 -1.060 -0.493
H -4.434 -1.644 -0.151
H -3.423 -1.626 -1.217
H -3.148 2.104 3.270
H -2.057 1.104 3.079
O 0.056 0.378 -0.457
O 0.894 -2.925 2.990
O 4.416 2.773 -0.775
O 2.437 1.887 2.046
O -1.985 -0.675 1.043
O -2.302 2.267 -1.961
O 1.324 -2.465 -2.772
O -0.047 -3.479 0.331
O -1.008 -1.647 -2.343
O -1.462 4.723 -0.207
O 4.737 -0.383 0.096
O -3.939 -1.037 -0.743
O -3.024 1.213 2.953

Model 3:
Computed, not measured: 13 unconnected molecules or ions with the total composition H26O13, with wB97M-V/def2-TZVPD.

Computed properties:
Highest occupied orbital energy   -9.63 eV
Molecular weight   234.19 g/mol

Geometry (Å):
H 1.326 0.071 -1.070
H 0.706 0.562 0.228
H 1.086 2.420 4.045
H 1.262 2.765 2.575
H -2.668 -1.472 -4.144
H -1.155 -1.597 -4.208
H 0.575 -3.066 -0.948
H -0.010 -1.700 -1.268
H -0.404 0.957 1.666
H -0.154 2.268 0.939
H 2.789 -2.210 2.550
H 4.305 -2.103 2.532
H -3.571 2.977 -1.419
H -3.998 1.523 -1.536
H -2.773 -2.059 2.240
H -2.133 -1.117 1.234
H 2.745 2.322 -0.293
H 2.363 1.896 -1.701
H 1.030 4.309 1.570
H 1.850 5.291 0.750
H -2.034 -0.263 -0.905
H -1.769 1.219 -1.111
H -1.936 -3.117 -1.801
H -3.415 -2.806 -1.642
H 2.094 -3.708 1.816
H 2.205 -2.989 0.481
O 0.493 0.091 -0.586
O 1.705 2.330 3.312
O -1.878 -1.000 -4.430
O 0.442 -2.448 -1.676
O 0.249 1.659 1.567
O 3.520 -1.859 2.029
O -3.223 2.094 -1.588
O -2.831 -1.160 1.897
O 3.066 1.814 -1.047
O 1.817 4.864 1.614
O -1.447 0.347 -1.366
O -2.696 -3.305 -1.238
O 2.466 -3.800 0.931

Calculated relative energies: model 1 0.0; model 2 345.0; model 3 406.9, given in kJ/mol

Model 1:
Computed, not measured: a single C5H10N2S molecule, with wB97M-V/def2-TZVPD.

Computed properties:
Highest occupied orbital energy   -8.53 eV
Molecular weight   130.22 g/mol

Geometry (Å):
C 0.533 -1.968 0.184
C -0.017 -0.675 0.728
C -1.183 -0.129 -0.148
C -1.406 1.375 0.020
C 1.157 1.491 -1.201
H 1.412 -2.279 0.797
H -0.140 -2.895 0.170
H 0.965 -1.779 -0.871
H -0.442 -0.716 1.740
H -2.134 -0.658 0.095
H -1.127 -0.340 -1.242
H -2.436 1.687 -0.107
H -1.026 1.655 1.038
H 1.837 1.827 -1.956
H 1.741 -0.027 1.506
N 1.667 0.619 -0.411
N 1.010 0.408 0.864
S -0.409 2.403 -1.202

Model 2:
Computed, not measured: a single C5H10N2S molecule, with wB97M-V/def2-TZVPD.

Computed properties:
Highest occupied orbital energy   -8.51 eV
Molecular weight   130.22 g/mol

Geometry (Å):
C -1.207 -1.564 0.908
C -0.639 0.967 0.010
C 1.580 -0.162 -0.173
C 2.947 0.207 0.340
C 1.331 -1.132 -1.034
H -0.589 -1.016 1.655
H -2.069 -2.013 1.370
H -0.593 -2.346 0.443
H -2.029 2.231 -0.564
H 1.106 1.541 0.787
H 3.623 -0.607 0.006
H 3.242 1.150 -0.101
H 2.957 0.316 1.421
H 0.333 -1.521 -1.389
H 2.179 -1.714 -1.307
N -1.082 2.159 -0.157
N 0.647 0.705 0.462
S -1.824 -0.373 -0.298

Model 3:
Computed, not measured: a single C5H10N2S molecule, with wB97M-V/def2-TZVPD.

Computed properties:
Highest occupied orbital energy   -8.77 eV
Molecular weight   130.22 g/mol

Geometry (Å):
C -1.209 1.583 -0.145
C -1.702 -0.539 1.180
C -0.269 -0.544 -0.987
C 1.167 -1.004 -0.601
C 3.606 0.080 0.353
H -1.163 1.961 -1.189
H -2.226 1.720 0.116
H -0.278 2.237 0.424
H -1.765 -1.644 1.236
H -2.716 -0.261 1.284
H -1.239 -0.183 2.209
H -0.357 0.122 -1.904
H -0.718 -1.401 -1.415
H 1.833 -1.483 -1.367
H 1.235 -1.463 0.537
N -1.164 0.094 -0.089
N 4.835 0.149 0.514
S 2.129 0.576 -0.155

Model 4:
Computed, not measured: a single C5H10N2S molecule, with wB97M-V/def2-TZVPD.

Computed properties:
Highest occupied orbital energy   -8.69 eV
Molecular weight   130.22 g/mol

Geometry (Å):
C 1.287 -0.617 0.361
C 1.091 0.940 0.345
C 0.697 1.849 -0.726
C -0.247 1.487 0.477
C -1.524 0.560 0.484
H 2.269 -2.065 -0.816
H 2.004 -0.429 -1.375
H -0.077 -0.839 1.766
H 1.849 1.394 0.862
H 0.942 2.975 -0.674
H 0.495 1.476 -1.765
H -0.480 2.455 1.012
H -1.612 0.189 1.504
H -2.461 1.229 0.261
H -0.647 -1.434 -0.208
N 2.180 -1.058 -0.669
N 0.550 -1.470 1.119
S -1.826 -0.786 -0.585

Calculated relative energies: model 1 76.7; model 2 0.0; model 3 253.9; model 4 174.4, given in kJ/mol

Model 1:
Computed, not measured: a single C5H10N2S molecule, with wB97M-V/def2-TZVPD.

Computed properties:
Highest occupied orbital energy   -8.31 eV
Molecular weight   130.22 g/mol

Geometry (Å):
C 0.899 -0.583 -0.946
C -0.678 1.284 -0.899
C -0.316 -1.445 2.058
C -0.903 -0.536 1.010
C 0.167 0.098 0.117
N 1.953 -0.096 -1.546
N 0.262 2.095 -1.406
S -2.213 1.380 -1.096
H 0.545 -1.485 -1.386
H -1.025 -1.456 2.889
H -0.239 -2.406 1.517
H 0.606 -1.313 2.523
H -1.821 -1.022 0.560
H -1.402 0.270 1.509
H 0.693 0.938 0.644
H 2.198 -0.538 -2.471
H 1.190 1.819 -1.179
H 0.087 2.996 -1.897

Model 2:
Computed, not measured: a single C5H10N2S molecule, with wB97M-V/def2-TZVPD.

Computed properties:
Highest occupied orbital energy   -9.09 eV
Molecular weight   130.22 g/mol

Geometry (Å):
C 1.371 -1.340 -0.028
C 0.375 -0.254 0.255
C 0.958 1.161 0.345
C 0.743 1.838 -0.992
C -0.621 -0.112 -0.864
H 2.116 -1.353 0.769
H 0.886 -2.296 -0.124
H 1.784 -1.157 -0.965
H 0.201 -1.014 2.720
H 1.984 1.071 0.668
H 0.510 1.702 1.197
H 1.606 1.707 -1.668
H 0.529 2.892 -0.857
H -0.642 1.328 -2.398
H -1.535 -1.724 -0.757
N -0.471 1.190 -1.409
N -1.455 -0.910 -1.332
S -0.682 -0.680 1.769

Model 3:
Computed, not measured: a single C5H10N2S molecule, with wB97M-V/def2-TZVPD.

Computed properties:
Highest occupied orbital energy   -8.07 eV
Molecular weight   130.22 g/mol

Geometry (Å):
C 1.912 -0.096 0.900
C 1.179 0.079 -0.414
C -1.350 2.389 -0.219
C -1.202 -0.522 -0.037
C -0.778 -1.962 -0.336
H 1.536 -0.937 1.462
H 3.003 -0.275 0.731
H 1.786 0.792 1.521
H 1.246 -0.777 -1.056
H 1.587 0.927 -0.965
H -1.423 3.411 0.111
H -2.107 2.014 -0.892
H -1.622 -2.624 -0.108
H 0.083 -2.243 0.208
H -0.514 -2.070 -1.387
N -0.243 0.407 -0.232
N -0.349 1.729 0.201
S -2.745 -0.239 0.510

Calculated relative energies: model 1 155.5; model 2 0.0; model 3 126.6, given in kJ/mol

Model 1:
Computed, not measured: a gas-phase ion, C3H6N3O (charge +1), with wB97M-V/def2-TZVPD.

Computed properties:
Highest occupied orbital energy   -14.19 eV
Net charge   +1
Molecular weight   100.10 g/mol

Geometry (Å):
C -1.226 -0.187 0.093
C -0.108 0.531 -0.113
C 0.331 1.885 -0.399
N -0.959 -1.488 0.394
N 0.376 -1.697 0.336
N 1.046 -0.603 0.072
O 2.230 -0.474 -0.008
H -2.244 0.155 0.073
H 0.801 2.326 0.481
H -0.511 2.506 -0.697
H 1.074 1.890 -1.197
H -1.613 -2.259 0.363
H 0.803 -2.583 0.602

Model 2:
Computed, not measured: a gas-phase ion, C3H6N3O (charge +1), with wB97M-V/def2-TZVPD.

Computed properties:
Highest occupied orbital energy (spin up / spin down)   -14.45 / -14.45 eV
Net charge   +1
Molecular weight   100.10 g/mol

Geometry (Å):
C 0.788 0.073 0.927
C -0.140 -0.559 1.736
C 0.800 0.683 -1.551
N -1.056 -0.044 -0.169
N 0.289 0.241 -0.263
N -1.287 -0.741 1.017
O -2.301 -1.289 1.312
H 1.819 0.318 1.138
H -0.093 -1.194 2.597
H 1.136 -0.149 -2.161
H -0.030 1.299 -1.944
H 1.715 1.348 -1.587
H -1.639 0.015 -1.053

Calculated relative energies: model 1 0.0; model 2 32.8, given in kJ/mol